DFT (wB97M-V/def2-TZVPD) results for 5 unconnected molecules or ions with the total composition C27H27N5O9.

Element x y z (Å)
O: 1.894 -3.651 2.309
N: 1.997 -4.298 1.232
O: 1.059 -4.760 0.615
C: 3.286 -4.182 0.519
C: 4.486 -3.557 1.167
C: 5.872 -3.765 0.568
C: 6.034 -4.473 -0.769
C: 4.923 -4.933 -1.410
C: 3.446 -4.779 -0.871
H: 4.416 -2.982 1.886
H: 6.808 -3.371 1.153
H: 7.000 -4.462 -1.284
H: 5.256 -5.420 -2.380
H: 2.526 -5.306 -1.238
O: 3.781 0.066 1.190
N: 2.973 0.389 0.256
O: 2.008 1.045 0.444
C: 3.208 -0.312 -0.979
C: 4.582 -0.336 -1.563
C: 4.824 -0.842 -2.998
C: 3.640 -1.399 -3.755
C: 2.266 -1.550 -3.164
C: 1.955 -0.945 -1.681
H: 5.467 0.137 -1.034
H: 5.820 -0.868 -3.311
H: 3.709 -1.829 -4.808
H: 1.315 -1.874 -3.704
H: 0.783 -0.753 -1.127
O: 2.788 3.577 2.913
N: 2.586 3.817 1.684
O: 3.327 3.906 0.730
C: 1.086 3.854 1.363
C: 0.582 4.208 -0.059
C: -0.928 4.485 -0.468
C: -1.920 4.141 0.557
C: -1.488 3.716 1.864
C: -0.059 3.616 2.344
H: 1.534 4.090 -0.809
H: -1.269 5.019 -1.412
H: -3.016 4.094 0.068
H: -2.459 3.303 2.352
H: 0.236 3.427 3.432
O: -9.453 1.464 1.889
N: -8.648 2.366 1.483
O: -9.013 3.504 1.355
C: -7.381 1.930 0.847
C: -6.528 2.913 0.046
C: -5.252 2.444 -0.675
C: -4.823 0.973 -0.482
C: -5.486 0.070 0.401
C: -6.890 0.472 1.093
H: -6.845 4.014 -0.128
H: -4.747 3.230 -1.517
H: -4.051 0.674 -1.006
H: -5.199 -0.971 0.553
H: -7.680 0.024 1.791
C: -0.642 -1.508 1.397
N: -1.275 -0.953 0.228
C: -1.095 0.546 0.121
C: -2.031 -1.652 -0.603
O: -2.458 -1.114 -1.642
H: -1.213 -1.234 2.330
H: 0.229 -1.135 1.568
H: -0.561 -2.528 1.312
H: -0.748 1.104 1.179
H: -2.125 0.876 -0.177
H: -0.490 0.861 -0.760
H: -1.927 -2.610 -0.424

Results
orbital gap	8.07	eV
highest occupied orbital energy	-9.35	eV
charge	0
E_LUMO	-1.2769	eV
SMILES	O=[N+]([O-])c1ccccc1.O=[N+]([O-])c1ccccc1.O=[N+]([O-])c1ccccc1.O=[N+]([O-])c1ccccc1.CN(C)C=O


DFT (wB97M-V/def2-TZVPD) results for a molecular structure, C16H19OReS4SbSiTe4.

Element x y z (Å)
Re: -0.774 2.497 1.737
Te: -3.000 0.982 1.626
Te: -4.558 1.236 3.906
Te: -4.496 3.260 2.076
Te: -2.205 4.677 2.411
S: 3.599 1.733 2.714
Sb: 2.113 3.175 3.578
S: 0.718 4.123 1.538
S: -0.147 2.028 3.856
S: 2.037 4.926 4.980
C: 0.216 -3.120 0.433
C: -0.017 -1.787 1.158
C: -1.348 -1.853 1.909
C: 1.122 -1.554 2.153
Si: -0.028 -0.372 -0.136
O: -0.422 1.015 0.718
C: -1.359 -0.425 -1.471
C: -2.076 0.732 -1.790
C: -2.950 0.775 -2.865
C: -3.117 -0.354 -3.655
C: -2.410 -1.511 -3.364
C: -1.534 -1.543 -2.290
C: 1.630 0.004 -0.926
C: 2.310 -0.991 -1.632
C: 3.503 -0.709 -2.278
C: 4.024 0.576 -2.241
C: 3.352 1.578 -1.556
C: 2.165 1.292 -0.901
H: 0.260 -3.931 1.165
H: 1.166 -3.115 -0.103
H: -0.590 -3.346 -0.269
H: -1.357 -2.719 2.576
H: -2.203 -1.946 1.229
H: -1.476 -0.973 2.553
H: 1.183 -2.404 2.839
H: 0.959 -0.657 2.746
H: 2.086 -1.455 1.654
H: -1.893 1.649 -1.234
H: -3.476 1.690 -3.103
H: -3.782 -0.321 -4.507
H: -2.534 -2.389 -3.984
H: -0.973 -2.448 -2.093
H: 1.903 -1.995 -1.685
H: 4.025 -1.491 -2.815
H: 4.952 0.798 -2.750
H: 3.754 2.583 -1.536
H: 1.648 2.081 -0.371

Results
orbital gap (spin up / spin down)	5.19 / 5.19	eV
highest occupied orbital energy (spin up / spin down)	-10.96 / -10.96	eV
charge	+1
E_LUMO (spin up / spin down)	-5.7788 / -5.7795	eV


DFT (wB97M-V/def2-TZVPD) results for 17 unconnected molecules or ions with the total composition C13H60N14O20.

Element x y z (Å)
C: 4.399 10.139 -2.871
O: 4.068 11.317 -2.759
N: 3.797 9.277 -3.600
N: 5.358 9.667 -2.270
H: 3.906 8.301 -3.363
H: 2.963 9.640 -4.040
H: 5.363 8.663 -2.159
H: 5.557 10.356 -1.559
C: -4.425 9.516 -9.956
O: -5.271 8.771 -10.345
N: -3.320 9.190 -9.336
N: -4.625 10.774 -9.822
H: -3.099 8.246 -9.052
H: -2.853 10.022 -9.004
H: -3.794 11.346 -9.875
H: -5.510 11.059 -10.216
C: 4.069 7.772 -10.999
O: 3.786 7.050 -11.895
N: 3.468 8.848 -10.606
N: 5.059 7.559 -10.203
H: 2.863 9.425 -11.172
H: 3.660 9.312 -9.729
H: 5.242 8.131 -9.392
H: 5.770 6.965 -10.605
C: 4.905 8.578 -7.174
O: 5.747 9.075 -7.864
N: 5.063 7.485 -6.574
N: 3.847 9.135 -6.889
H: 4.387 7.129 -5.914
H: 5.829 6.858 -6.776
H: 3.623 10.024 -7.313
H: 3.137 8.725 -6.299
C: 1.378 5.690 -5.981
O: 1.560 6.631 -5.258
N: 0.187 5.192 -6.210
N: 2.303 4.897 -6.406
H: 0.175 4.455 -6.900
H: -0.668 5.677 -5.978
H: 2.074 4.125 -7.016
H: 3.270 5.190 -6.396
C: 5.347 12.390 -10.512
O: 6.074 13.042 -11.193
N: 5.734 11.364 -9.772
N: 4.017 12.520 -10.439
H: 6.678 11.033 -9.911
H: 5.080 10.925 -9.140
H: 3.358 11.827 -10.111
H: 3.764 13.232 -11.109
C: 1.641 10.883 -13.897
O: 2.494 10.466 -13.079
N: 0.425 11.204 -13.636
N: 1.878 10.986 -15.179
H: -0.089 10.866 -12.835
H: -0.042 11.549 -14.462
H: 2.838 10.713 -15.327
H: 1.284 11.530 -15.789
C: -4.234 10.668 -2.056
C: -3.261 9.493 -2.088
O: -2.909 9.168 -0.757
O: -4.813 10.932 -3.370
H: -3.886 11.604 -1.618
H: -5.024 10.350 -1.376
H: -2.427 9.844 -2.695
H: -3.671 8.550 -2.448
H: -2.167 8.561 -0.804
H: -5.691 11.255 -3.158
C: -1.713 8.648 -5.438
C: -3.181 8.460 -5.684
O: -3.466 7.262 -5.038
O: -1.526 9.987 -5.869
H: -1.141 7.811 -5.841
H: -1.641 8.611 -4.351
H: -3.269 8.304 -6.759
H: -3.653 9.398 -5.391
H: -3.947 7.404 -4.219
H: -2.004 10.505 -5.217
C: 0.188 7.090 -10.453
C: -0.602 7.674 -11.526
O: -1.648 6.874 -11.866
O: -0.342 7.349 -9.125
H: 1.170 7.533 -10.615
H: 0.261 6.014 -10.614
H: -0.046 8.077 -12.372
H: -1.059 8.593 -11.160
H: -2.140 7.482 -12.422
H: -1.216 6.956 -9.182
O: 2.548 11.942 -8.200
H: 2.252 12.786 -7.859
H: 1.810 11.351 -8.050
O: 0.810 8.972 -4.092
H: 0.499 9.244 -4.956
H: 0.905 8.022 -4.160
O: -1.578 13.600 -6.870
H: -1.842 12.993 -6.179
H: -1.548 14.455 -6.440
O: -2.526 11.978 -4.203
H: -2.277 12.550 -3.476
H: -3.380 11.627 -3.951
O: -2.706 5.976 -8.526
H: -2.805 5.546 -7.677
H: -3.529 5.799 -8.982
O: 0.493 9.761 -7.546
H: -0.199 10.034 -6.944
H: 0.041 9.242 -8.212
O: -1.959 11.678 -9.109
H: -2.079 12.314 -8.404
H: -1.136 11.935 -9.527

Results
orbital gap	8.36	eV
highest occupied orbital energy	-8.58	eV
charge	0
E_LUMO	-0.2275	eV


DFT (wB97M-V/def2-TZVPD) results for C4H7NO in the gas phase.

Element x y z (Å)
O: 1.753 0.601 0.608
C: 0.964 0.222 -0.479
C: 0.336 -1.185 -0.308
C: -0.950 -0.497 0.180
N: -0.716 0.720 1.037
C: -0.486 0.791 -0.397
H: 1.093 0.774 1.315
H: 1.511 0.423 -1.400
H: 0.877 -1.939 0.273
H: 0.132 -1.593 -1.313
H: -1.914 -0.975 0.306
H: -1.607 1.175 1.240
H: -0.992 1.484 -1.062

Results
orbital gap	10.37	eV
highest occupied orbital energy	-9.40	eV
charge	0
E_LUMO	0.9673	eV
SMILES	O[C@H]1C[C@H]2N[C@@H]12


| no. | F_max (eV/Å) |
| --- | --- |
| 1 | 12.7 |
| 2 | 2.4 |
| 3 | 9.7 |
| 4 | 0.5 |